DFT (ωB97M-V/def2-TZVPD) results for an isolated ion of composition C11H19N2O2 and charge +1 in a non-equilibrium geometry.

The HOMO energy (spin up / spin down) is -12.612 / -12.615 eV. Its charge is +1. The total energy comes out at -18778.3171 eV. The energy above the lowest of the compared OMol25 structures with the same formula, charge and spin is 6.850 eV. As for the HOMO-LUMO gap (spin up / spin down): 7.6051 / 7.6089 eV. Its max |F| is 5.36 eV Å⁻¹.

```
34
C11H19N2O2 | OMol25 | ωB97M-V/def2-TZVPD
C -0.82291 1.05353 0.23217
C 0.57500 1.37316 0.34276
C -1.23799 -0.92209 -1.26595
C -0.31329 -2.43625 0.37359
C 0.87626 -3.39403 0.27679
C -3.50445 1.20152 -1.10543
C -3.37228 0.43990 1.23137
C 3.19391 1.59836 -1.16422
C 3.68037 -0.22803 0.59685
C -2.93621 0.14774 -0.16441
C 2.83813 0.93641 0.09893
N -1.47760 0.08142 -0.38314
N 1.50764 0.60372 0.04085
O -0.97413 -1.98297 1.24899
O -0.67190 -2.01051 -1.05656
H -1.36132 1.86417 0.73199
H 0.79062 2.35268 0.79715
H 1.48584 -3.12466 -0.46849
H 0.56265 -4.31539 -0.08112
H 1.37635 -3.48886 1.31967
H -2.97782 2.15569 -1.05986
H -4.61606 1.43808 -0.89498
H -3.60587 0.92078 -2.15205
H -4.41066 0.19215 1.35762
H -3.19356 1.46627 1.44336
H -2.78984 0.02354 2.07315
H 4.12561 2.19661 -1.21273
H 2.44648 2.14023 -1.73468
H 3.33943 0.82881 -1.99425
H 4.61350 0.09231 0.98537
H 3.92824 -0.97212 -0.19880
H 3.26485 -0.91318 1.42903
H -3.27354 -0.94789 -0.59846
H 2.93455 1.62889 0.95550
```

Löwdin atomic charges, in units of e: 0.030, -0.105, -0.004, -0.291, 0.067, -0.046, -0.047, -0.054, -0.051, -0.377, -0.517, -0.037, 0.090, 0.194, 0.114, 0.141, 0.147, 0.044, 0.079, 0.153, 0.089, 0.129, 0.085, 0.101, 0.069, 0.104, 0.103, 0.078, 0.110, 0.062, 0.086, 0.105, 0.206, 0.144